102
Properties=species:S:1:pos:R:3:forces:R:3:lowdin_charge:R:1 method="wB97M-V/def2-TZVPD" total_charge=0 e_homo_ev=-4.17 total_energy_ha=-5203.5733 lumo_ev=-1.52 homo_lumo_gap_ev=2.647 relative_energy_kj_mol=0.0 max_force_ev_per_a=3.711
Ga -0.2922 -0.2490 -0.6362 0.5447 -0.6325 -0.2394 0.614
C -0.0290 -3.3740 -2.1827 0.6137 -0.4918 -0.8731 -0.212
Si -1.4443 -3.3626 -0.9882 -0.2312 0.2867 0.8476 0.427
C -0.6513 -4.1785 0.5825 -0.3622 0.1506 -0.6008 -0.164
C -2.8816 -4.4496 -1.6222 0.1194 0.5554 0.5103 -0.168
C -1.9844 -1.5131 -0.7166 0.1442 0.4699 -0.2281 -0.515
Si -3.1326 -1.4577 0.8721 0.1090 0.5360 0.8560 0.445
C -2.1689 -1.7402 2.4806 -0.2976 -0.7576 -1.0297 -0.167
C -3.8993 0.2485 1.1258 0.0720 0.2670 -0.1778 -0.169
C -4.7084 -2.5415 0.9340 1.1368 0.0110 -1.1246 -0.149
Si -2.7760 -0.3935 -2.1018 -0.0186 -0.9440 0.7958 0.489
C -4.6597 -0.4278 -2.3803 -0.4705 1.0413 -0.2074 -0.152
C -2.0103 -0.5759 -3.7974 0.2157 -0.6750 -1.1687 -0.179
C -2.3706 1.3630 -1.3981 0.4597 0.1170 0.2392 -0.305
C -3.2225 2.4269 -1.4758 0.3121 1.4465 0.8007 -0.053
C -3.0424 3.5969 -0.6909 0.3512 -0.4673 -0.9180 0.013
C -1.9885 3.6330 0.2236 -0.4268 -0.4105 0.2010 -0.019
C -1.1703 2.5186 0.2978 0.0896 -0.7622 -1.5262 -0.100
N -1.2903 1.5049 -0.6038 -0.3117 -0.4282 1.6993 -0.058
H 0.5125 -4.3676 -2.1396 -0.5590 1.0898 -0.2029 0.063
H 0.6902 -2.5789 -1.9087 -0.1245 -0.3825 -0.1599 -0.017
H -0.3726 -3.1749 -3.2260 0.3735 -0.1918 0.6214 0.041
H -0.0530 -5.0069 0.2088 0.2765 -0.0407 -0.2303 0.026
H -1.2959 -4.6575 1.3004 -0.7423 0.0032 0.1646 0.021
H -0.0035 -3.5561 1.1922 0.1990 0.3701 -0.1922 0.018
H -2.4737 -5.2029 -2.2926 -0.0910 -0.1866 -0.0056 0.028
H -3.6642 -3.8908 -2.1440 0.2193 0.0821 -0.1407 0.027
H -3.3989 -4.9232 -0.7800 0.2503 -0.1553 -0.1594 0.021
H -1.3050 -1.0862 2.5219 0.3220 0.0312 0.2791 0.029
H -1.8856 -2.7958 2.6407 0.0900 0.5364 -0.0928 0.033
H -2.8306 -1.4674 3.2921 -0.1001 0.1977 0.2398 0.021
H -3.1751 1.0510 1.2621 0.1621 -0.0018 0.0902 0.020
H -4.4042 0.1623 2.0994 -0.1781 0.1056 -0.3418 0.051
H -4.5900 0.5963 0.3380 0.0129 -0.3052 0.4428 0.032
H -4.5299 -3.5558 0.5604 -0.3164 0.1283 0.1592 0.012
H -5.4469 -2.0344 0.3208 -0.2667 -0.1820 -0.2005 0.013
H -5.0866 -2.5657 1.9421 0.0413 -0.0486 0.4703 0.035
H -5.3442 -0.7707 -1.5711 0.7775 0.1645 -0.4671 0.032
H -4.8939 -0.9941 -3.3007 0.1299 0.1491 0.4255 0.039
H -4.9589 0.6525 -2.6006 0.2296 -1.3913 0.1838 0.044
H -2.3358 -1.5620 -4.2428 0.4200 0.7810 0.5409 0.058
H -0.9025 -0.4980 -3.9449 -0.8315 -0.0948 0.4598 0.028
H -2.4570 0.1671 -4.4780 0.0879 -0.0206 0.2401 0.041
H -3.9974 2.3074 -2.1745 -1.1812 0.4548 -0.5421 0.076
H -3.6769 4.4721 -0.8713 0.1572 -0.4474 0.3124 0.124
H -1.8057 4.4545 0.9091 -0.2039 -0.0562 -0.1488 0.129
H -0.3541 2.3825 0.9902 0.0522 0.3750 0.1530 0.105
C 1.2067 3.7112 -1.2646 -1.0006 -0.5775 -0.7536 -0.228
Si 2.4741 2.5761 -0.5563 -0.4091 -1.6477 1.0576 0.330
C 4.1464 3.2582 -0.9398 1.5342 -0.1489 -0.3937 -0.223
C 2.2345 2.4061 1.3889 -0.7296 0.4897 -0.6490 -0.204
Si 2.1961 0.3247 -1.3727 -0.1505 0.7008 0.3005 0.412
Si 2.7808 0.3672 -3.7267 0.0141 -0.9519 0.1592 0.365
C 2.0610 1.8050 -4.7413 1.2629 -0.5476 0.3147 -0.206
C 4.6487 0.3523 -3.9092 0.6286 0.3115 1.2080 -0.224
C 2.3208 -1.3730 -4.4154 -0.3655 0.5607 -1.0584 -0.232
Si 3.7538 -0.8243 0.0243 -0.4802 -0.9534 0.0759 0.368
C 2.7972 -1.2421 1.6230 0.2879 -0.4867 0.4089 -0.222
C 5.2407 0.1499 0.6444 0.5849 -0.6838 -0.3392 -0.221
C 4.2775 -2.4657 -0.8795 -0.2825 1.6801 -0.0716 -0.207
H 1.6985 4.3275 -2.0219 -0.2862 0.3091 0.2551 0.035
H 0.8243 4.2447 -0.3959 -0.1320 0.6175 -0.3858 0.022
H 0.3552 3.1625 -1.7600 0.8731 0.6671 0.4857 0.035
H 4.2873 4.1451 -0.3088 0.1293 -0.0970 -0.0473 0.042
H 4.3823 3.5647 -1.9822 -0.5999 -0.1528 0.4812 0.041
H 4.9553 2.5284 -0.7031 -0.5387 0.5264 0.1310 0.019
H 1.5215 3.1842 1.7549 0.6240 -0.2433 -0.2303 0.032
H 3.1836 2.5730 1.9298 -0.4977 -0.4298 -0.0844 0.037
H 1.7192 1.4517 1.6619 0.8488 0.6431 -0.0739 0.003
H 2.4533 2.8051 -4.4449 -0.3995 -0.7654 -0.1710 0.041
H 1.0006 1.7237 -4.6465 -0.8689 0.3959 -0.1913 -0.003
H 2.3827 1.5611 -5.7683 -0.2857 0.3452 0.2012 0.037
H 5.1512 1.1225 -3.2760 -0.2696 -0.5564 -0.3634 0.032
H 5.0540 0.4658 -4.9122 -0.3404 0.0962 -0.2616 0.033
H 4.9723 -0.6429 -3.5659 0.0745 0.2913 0.0657 0.024
H 1.2583 -1.3699 -4.7588 0.7052 -0.1100 -0.0122 0.016
H 2.4109 -2.2385 -3.7483 0.1841 0.4262 0.1042 0.004
H 3.0016 -1.5501 -5.2968 -0.8104 0.0659 0.6668 0.045
H 2.1329 -0.4672 2.0348 0.4326 -0.1007 -0.1545 0.006
H 3.5308 -1.5167 2.4290 -0.5917 0.3043 -0.6235 0.054
H 2.1560 -2.1247 1.4984 0.1127 0.0235 -0.1418 0.013
H 4.8638 1.0417 1.1474 0.3588 -0.0987 0.2400 0.010
H 5.9805 0.4183 -0.1207 -0.3441 0.1862 -0.0131 0.026
H 5.8196 -0.5336 1.3210 -0.7291 0.6840 -0.1710 0.055
H 3.4711 -2.7210 -1.5977 0.5007 -0.2521 0.5779 0.004
H 4.4265 -3.1842 -0.0778 0.0865 -0.4289 -0.3261 0.020
H 5.2046 -2.2569 -1.4516 -0.4142 -0.3806 0.3643 0.026
C -3.1343 1.8448 5.2499 -1.1093 0.6459 0.5629 -0.118
C -1.8117 1.3083 5.5223 2.6375 -2.1097 0.3646 -0.441
C -1.3545 -0.0722 5.4854 -3.0813 2.0043 -0.5092 -0.164
C 0.0030 -0.0511 5.5639 1.5630 1.6579 0.4207 -0.153
C 0.3643 1.3328 5.7382 -0.5477 -1.0653 -0.7919 -0.444
C 1.7274 1.9148 5.9088 0.2836 -0.1912 -0.6884 -0.106
N -0.7309 2.1288 5.6922 -0.2567 -0.5548 -0.1927 0.049
H -3.5635 2.4106 6.1151 0.2279 -0.1542 -0.6999 0.072
H -3.8323 1.0550 5.0088 -0.3139 -0.3778 -0.0069 0.046
H -3.0799 2.4822 4.3688 -0.2286 0.4482 -0.0427 0.045
H -2.0107 -0.9223 5.3523 0.0482 -0.1088 0.0440 0.057
H 0.6009 -0.9296 5.4876 0.7567 -0.3173 0.1907 0.054
H 2.4785 1.1276 5.7268 -0.0928 0.3015 0.1164 0.057
H 1.8300 2.2602 6.9253 0.3581 0.3412 0.4190 0.046
H 1.9394 2.7646 5.2136 -0.2173 -0.5073 0.4778 0.056



109
Properties=species:S:1:pos:R:3:forces:R:3:lowdin_charge:R:1 method="wB97M-V/def2-TZVPD" total_charge=0 e_homo_ev=-8.88 total_energy_ha=-2574.6990 lumo_ev=0.52 homo_lumo_gap_ev=9.402 max_force_ev_per_a=1.850 smiles="C#CCN(COC)C(=O)OCSCC.COCCOC.COCCOC.COCCOC.COCCOC.COCCOC"
C -3.9311 0.1376 -7.7799 0.0723 0.3017 -0.2149 0.119
C -3.8727 0.9932 -6.9426 0.2302 -0.0346 0.0032 -0.111
C -3.8018 2.0349 -5.9201 -0.8515 -0.7199 0.4122 -0.145
N -2.7584 1.7689 -4.9028 1.1937 1.2725 -0.6151 0.020
C -1.5049 1.2531 -5.4287 0.1547 -0.2785 0.3316 -0.215
O -1.0379 2.0221 -6.5148 -0.2492 -0.1074 -0.0767 -0.142
C -0.4370 1.2357 -7.5241 0.1763 -0.0300 -0.0794 -0.095
C -2.6471 2.8661 -4.0417 -0.6805 -0.1365 0.2680 -0.537
O -3.6186 3.4336 -3.6060 0.0555 -0.0234 -0.0242 0.118
O -1.3850 3.2455 -3.7160 -0.1575 -0.4502 -0.0313 -0.066
C -1.1575 3.3848 -2.3162 0.0228 0.0086 0.3363 -0.436
S -0.5015 1.8432 -1.6279 0.2804 0.2830 0.2004 0.910
C -1.7387 1.2595 -0.4340 -0.1611 -0.7449 -0.3778 -0.515
C -2.6258 0.1268 -0.9999 -0.0708 0.4414 0.1219 -0.142
H -3.9307 -0.4989 -8.6328 -0.0920 -0.1760 0.1579 0.033
H -3.7035 3.0204 -6.3746 0.2580 -0.0359 -0.0828 0.139
H -4.7637 2.0272 -5.4037 0.0737 0.1465 0.0632 0.130
H -1.6469 0.2037 -5.7010 -0.1587 0.0965 -0.2870 0.125
H -0.7710 1.2823 -4.6231 -0.0940 -0.0455 0.0456 0.114
H 0.0081 1.9134 -8.2497 -0.0278 0.0446 0.0439 0.091
H 0.3555 0.5959 -7.1198 0.0124 0.0376 0.0246 0.085
H -1.1706 0.6046 -8.0327 -0.0625 -0.0026 0.0577 0.073
H -2.0625 3.6737 -1.7828 -0.0739 -0.0321 -0.1207 0.091
H -0.4193 4.1710 -2.1896 0.0781 -0.0519 -0.1752 0.086
H -2.3400 2.0771 -0.0470 0.1518 0.1255 0.0143 0.058
H -1.1533 0.8570 0.3910 0.0709 0.2311 0.0757 0.057
H -2.7359 -0.6756 -0.2698 -0.0392 -0.0185 -0.0089 0.058
H -2.1937 -0.2763 -1.9140 0.0097 -0.1136 0.0300 0.047
H -3.6206 0.5047 -1.2400 0.0034 -0.0562 -0.0841 0.069
C -4.1478 2.1309 2.4985 0.0214 -0.0033 -0.0611 -0.105
O -2.7320 2.1860 2.4885 -0.1033 0.0077 0.1240 -0.215
C -2.2109 3.4751 2.7757 0.1217 -0.1146 -0.0980 -0.196
C -1.7611 3.5987 4.2152 -0.0840 0.1946 0.0699 -0.202
O -2.8415 3.4882 5.1269 -0.0711 -0.1054 -0.1246 -0.180
C -2.9575 2.2010 5.7055 0.0198 0.0275 0.0773 -0.104
H -4.4372 1.0824 2.5573 0.0291 -0.0065 -0.0257 0.091
H -4.5677 2.6641 3.3536 0.0058 -0.0010 0.0159 0.085
H -4.5574 2.5575 1.5750 -0.0282 0.0241 0.0247 0.088
H -2.9455 4.2501 2.5337 -0.0268 -0.0048 0.0314 0.129
H -1.3398 3.6212 2.1273 -0.0056 0.0312 -0.0049 0.125
H -1.3154 4.5881 4.3584 0.0401 -0.0208 -0.0056 0.132
H -0.9953 2.8540 4.4372 -0.0072 -0.0404 0.0178 0.098
H -2.2066 2.0642 6.4913 0.0230 -0.0374 -0.0255 0.085
H -2.8443 1.4092 4.9615 0.0013 0.0035 -0.0127 0.084
H -3.9489 2.1264 6.1506 0.0086 0.0450 0.0142 0.089
C 4.8970 -1.4753 1.2485 0.0126 -0.0454 -0.0267 -0.111
O 4.5483 -1.6329 -0.1134 -0.0533 0.1379 0.0753 -0.183
C 3.1617 -1.8627 -0.3198 0.1759 -0.1732 -0.2080 -0.189
C 2.4241 -0.6090 -0.7259 -0.2787 0.0786 0.1384 -0.211
O 2.4184 0.3706 0.3020 0.1113 -0.0703 0.0496 -0.208
C 3.3756 1.3951 0.1128 -0.0643 0.0546 -0.0229 -0.110
H 5.8913 -1.0324 1.2869 0.0111 -0.0283 -0.0241 0.088
H 4.1969 -0.8211 1.7737 -0.0027 0.0125 -0.0031 0.082
H 4.9263 -2.4476 1.7541 -0.0246 0.0159 0.0351 0.087
H 2.7060 -2.2977 0.5759 -0.0185 0.0272 0.0128 0.111
H 3.0699 -2.5908 -1.1311 -0.0511 -0.0132 0.0199 0.125
H 1.3792 -0.8767 -0.9177 0.0124 -0.0030 -0.0763 0.106
H 2.8371 -0.1954 -1.6513 0.0495 -0.0179 0.0050 0.130
H 3.0274 2.1109 -0.6402 0.0306 -0.0060 -0.0215 0.083
H 4.3447 0.9935 -0.1924 0.0040 -0.0192 0.0040 0.086
H 3.4945 1.9166 1.0621 -0.0427 -0.0018 0.0046 0.085
C 3.0134 -3.3198 -4.7362 0.0317 0.0458 0.0473 -0.105
O 1.9485 -3.1567 -3.8152 -0.0510 -0.0502 -0.0931 -0.200
C 0.8548 -2.4209 -4.3391 0.0370 0.0353 0.2251 -0.205
C -0.2714 -3.3172 -4.8089 -0.0658 0.0430 -0.1576 -0.203
O 0.1127 -4.1315 -5.9033 0.1031 -0.0040 0.0599 -0.189
C 0.4659 -5.4517 -5.5303 -0.0356 -0.0215 -0.0285 -0.109
H 3.6570 -4.1126 -4.3584 -0.0030 0.0176 0.0379 0.090
H 2.6514 -3.5969 -5.7284 -0.0125 -0.0136 0.0015 0.084
H 3.5999 -2.3977 -4.8124 -0.0014 -0.0008 -0.0399 0.089
H 1.1868 -1.7716 -5.1562 -0.0063 -0.0134 -0.0297 0.123
H 0.4781 -1.7813 -3.5333 -0.0119 0.0259 -0.0304 0.118
H -1.1002 -2.6866 -5.1478 -0.0030 0.0020 0.0311 0.121
H -0.6354 -3.9321 -3.9794 0.0303 -0.0098 0.0224 0.127
H -0.4307 -6.0497 -5.3349 0.0137 -0.0091 0.0415 0.089
H 1.1062 -5.4659 -4.6458 0.0016 0.0132 0.0057 0.084
H 1.0072 -5.8965 -6.3640 -0.0337 0.0211 -0.0288 0.089
C -1.9675 -5.4651 2.8131 -0.0016 -0.0241 0.0521 -0.111
O -1.0771 -4.6629 3.5678 0.0069 0.0305 -0.1199 -0.190
C 0.2903 -4.9327 3.3068 -0.0666 0.0678 0.1485 -0.204
C 0.8955 -3.9367 2.3402 0.1344 -0.0891 -0.1485 -0.213
O 0.3049 -4.0128 1.0519 -0.1128 0.0659 0.1197 -0.192
C -0.6761 -3.0143 0.8299 0.0374 0.0158 -0.0949 -0.108
H -2.9520 -5.0027 2.8649 0.0071 0.0051 0.0409 0.089
H -1.6625 -5.5352 1.7668 0.0038 0.0112 -0.0055 0.083
H -2.0301 -6.4736 3.2365 0.0068 -0.0172 -0.0380 0.088
H 0.4149 -5.9510 2.9249 0.0003 -0.0001 -0.0329 0.127
H 0.8228 -4.8625 4.2601 0.0216 -0.0140 -0.0146 0.126
H 1.9596 -4.1674 2.2242 0.0006 0.0056 0.0235 0.121
H 0.8153 -2.9209 2.7410 -0.0368 0.0043 0.0153 0.129
H -0.2023 -2.0503 0.6084 -0.0230 0.0214 0.0463 0.075
H -1.3386 -2.8970 1.6902 0.0009 -0.0075 0.0111 0.087
H -1.2685 -3.3186 -0.0326 0.0446 -0.0095 -0.0222 0.091
C 1.6313 2.4911 4.6689 -0.0301 -0.0793 0.0071 -0.116
O 1.1056 2.8650 5.9306 0.1137 0.0519 -0.0187 -0.206
C 1.6422 2.1209 7.0127 -0.1557 0.0660 0.0063 -0.201
C 2.7446 2.8707 7.7304 0.1459 -0.0911 0.0395 -0.205
O 3.8730 3.0870 6.8999 -0.0947 0.0159 -0.0863 -0.190
C 3.9177 4.3828 6.3302 0.0468 0.0115 0.0255 -0.111
H 1.3911 3.2826 3.9600 -0.0306 0.0066 0.0169 0.088
H 2.7150 2.3633 4.7034 0.0080 0.0088 0.0059 0.085
H 1.1703 1.5582 4.3242 0.0580 -0.0136 -0.0385 0.093
H 2.0108 1.1505 6.6652 0.0294 0.0014 -0.0092 0.128
H 0.8257 1.9386 7.7180 0.0166 -0.0182 0.0095 0.125
H 3.0776 2.2692 8.5817 -0.0203 0.0097 0.0092 0.126
H 2.3644 3.8208 8.1189 -0.0264 0.0141 -0.0273 0.127
H 4.2576 5.1171 7.0685 -0.0371 0.0246 -0.0059 0.089
H 2.9441 4.6897 5.9419 -0.0099 -0.0088 0.0027 0.083
H 4.6323 4.3579 5.5088 0.0286 -0.0264 0.0304 0.089